1.
Formula: C27H37Cl5N5O5SYb
Source: the OMol25 dataset
Level of theory: ωB97M-V/def2-TZVPD

Output
- ⟨S²⟩: 0.75
- Total charge: +2
- 2S+1: 2
- Orbital gap (alpha / beta): 0.265 / 0.225 hartree

Each line ends with the Löwdin spin population.
CARTESIAN COORDINATES (ANGSTROEM)
H  -1.080  3.320  -3.925  0.0000
C  -2.798  -3.140  1.753  -0.0002
C  1.959  -3.362  -4.317  0.0000
H  -3.221  1.252  0.014  0.0000
O  0.200  -0.727  -2.497  -0.0007
C  3.680  0.236  3.293  0.0000
H  -1.813  2.825  0.261  0.0000
Cl  1.103  4.143  5.464  0.0000
Cl  3.446  4.554  3.416  0.0000
H  -4.493  -3.467  2.875  0.0000
N  -2.573  0.360  -2.985  0.0000
C  1.167  3.342  3.951  0.0000
C  -3.435  -3.350  2.976  0.0000
H  5.638  -0.913  0.797  0.0000
H  -3.368  -3.155  0.771  0.0000
C  -2.726  -3.276  4.146  -0.0002
C  1.730  3.547  1.609  0.0000
H  -3.306  3.731  -3.339  0.0000
C  -3.234  -3.399  5.559  0.0000
H  2.641  0.680  3.307  0.0000
H  3.217  -1.761  -2.931  0.0000
H  -2.525  1.773  -4.626  0.0000
N  4.059  -0.206  1.993  -0.0001
C  -1.034  2.442  -3.285  0.0000
H  2.880  -3.272  -3.741  0.0000
H  0.474  2.355  0.089  0.0000
C  5.461  -0.391  1.719  0.0000
O  1.852  -0.638  1.436  -0.0012
C  -3.472  2.714  -2.871  0.0000
H  1.489  -4.355  -4.140  0.0000
H  2.822  -0.027  -2.921  0.0000
Cl  -1.267  0.842  1.821  -0.0008
C  0.761  2.644  1.251  0.0000
H  -4.636  1.117  -0.849  0.0000
H  1.011  1.979  -1.706  0.0000
H  -1.716  -0.073  -2.940  0.0000
C  3.493  -0.883  -0.349  0.0000
C  2.016  3.763  2.973  0.0000
C  -3.373  2.786  -1.374  0.0000
O  2.311  -1.031  -1.102  -0.0008
H  4.393  0.986  3.644  0.0000
H  3.625  -0.575  4.003  0.0000
Yb  0.227  -0.526  -0.157  1.0062
C  2.498  -1.050  -2.584  0.0001
C  1.119  -1.387  -3.042  0.0000
H  6.099  0.552  1.713  0.0000
C  -1.374  -3.039  1.657  0.0001
H  -4.516  2.332  -3.142  0.0000
H  5.923  -0.973  2.533  0.0000
N  0.947  -2.334  -3.998  -0.0001
H  2.163  -3.383  -5.363  0.0000
S  -0.611  -3.044  0.131  -0.0012
C  -0.695  2.852  -1.671  0.0000
H  -0.530  -1.443  -5.262  0.0000
N  0.191  1.901  -1.089  -0.0008
H  4.062  -1.875  -0.260  0.0000
N  -3.634  1.323  -0.914  0.0000
H  -0.775  -2.890  4.978  0.0000
H  0.382  -2.685  2.904  0.0000
Cl  -0.651  1.629  4.869  0.0000
H  -3.136  0.626  -1.904  0.0000
Cl  2.681  4.225  0.364  0.0000
H  4.197  -0.166  -0.787  0.0000
C  3.066  -0.592  1.118  0.0001
H  -0.103  -3.118  -5.624  0.0000
H  -0.150  1.835  -3.513  0.0000
H  -2.042  4.330  -0.744  0.0000
O  -2.616  -2.923  6.504  0.0000
H  -4.591  -4.685  5.006  0.0000
H  -1.186  -2.727  -4.180  0.0000
C  -1.365  -2.952  4.086  0.0001
C  -0.309  -2.361  -4.801  0.0000
H  -3.194  -0.223  -3.496  0.0000
H  -4.091  3.442  -0.766  0.0000
C  0.193  2.351  3.597  0.0000
H  -0.289  3.797  -1.999  0.0000
C  -2.408  1.787  -3.496  0.0000
C  -0.716  -2.886  2.883  -0.0001
O  -4.265  -4.295  5.816  0.0000
C  0.090  1.982  2.240  0.0000
C  -1.945  3.201  -0.829  0.0000

Force components x, y, z for each atom (eV/Å):
0.3 0.1 0.1
0.8 -0.6 -1.5
-0.9 -0.9 0.4
-0.2 -0.4 -0.1
-0.3 -0.6 -0.2
-1.5 1.1 1.2
-0.3 0.7 -1.9
0.3 -0.5 0.1
0.6 0.7 0.1
-0.6 -0.2 0.6
-1.6 2.5 0.4
-2.1 -1.2 -0.1
0.0 0.5 -1.5
0.0 -0.2 -0.3
0.6 -0.1 1.5
0.6 0.7 1.3
0.1 -1.0 1.2
-0.5 -1.1 0.5
0.7 -1.2 2.1
1.2 -0.3 -0.3
0.6 -0.3 0.5
-0.3 -0.1 1.3
-2.5 -1.0 -2.5
-0.4 -0.7 2.6
-0.4 -0.2 -0.2
0.7 0.3 0.5
1.9 0.8 0.7
0.2 0.3 -0.8
-1.2 0.6 -1.3
0.4 0.6 0.3
-0.5 -0.9 0.3
0.6 -0.3 0.0
-0.4 -0.2 0.8
0.3 0.2 0.1
0.1 -0.3 0.5
2.6 -1.3 0.3
1.1 -1.8 1.5
0.8 0.8 -1.6
0.6 -0.7 2.5
0.5 0.2 -1.3
-0.1 -0.1 -0.1
0.3 -0.4 0.2
0.1 0.4 -0.1
-0.1 1.0 1.4
-0.4 -1.2 -1.4
-1.3 -0.7 -0.1
-2.5 0.6 2.1
1.3 0.7 0.1
-0.4 -0.1 -0.3
0.1 1.8 0.8
0.4 0.4 -0.8
1.0 1.1 -1.9
-2.1 0.1 -3.2
-0.1 1.4 -0.3
-0.1 -1.7 -1.6
-0.8 1.1 -0.5
-0.3 1.0 0.1
-0.1 0.2 0.5
-0.9 -0.3 -0.2
-0.7 -0.4 0.2
0.6 -0.1 0.5
0.5 0.4 -0.4
-0.4 0.2 0.2
2.2 1.4 0.7
-0.5 0.9 1.1
-0.5 0.0 -0.5
0.4 -1.3 -0.1
-1.6 -0.5 -1.9
-0.1 -0.2 -0.4
1.1 0.4 -0.7
-0.4 -0.7 -0.2
0.0 -3.2 0.7
-0.7 -0.2 -0.9
0.7 -0.8 -1.6
1.1 0.5 -0.1
1.1 0.5 1.1
0.1 0.0 -1.8
1.7 0.4 -0.7
1.1 1.5 -0.1
-0.3 1.2 1.6
-0.7 0.6 0.9

=====

2.
Formula: C27H37CoN9O2PS2
Source: the OMol25 dataset
Level of theory: ωB97M-V/def2-TZVPD

Output
- ⟨S²⟩: 0.81
- Total charge: -1
- 2S+1: 2
- Orbital gap (alpha / beta): 0.215 / 0.227 hartree

Each line ends with the Löwdin spin population.
CARTESIAN COORDINATES (ANGSTROEM)
N  -4.818  1.860  0.763  -0.0014
C  3.383  0.706  -5.686  0.0000
C  -2.287  1.417  -2.606  0.0011
O  1.714  0.701  -2.399  0.0000
H  1.817  -1.898  -4.244  0.0000
O  0.966  0.135  0.847  -0.0046
N  2.950  -0.183  -4.633  0.0000
H  -3.423  -0.290  -2.115  -0.0002
C  1.789  3.504  1.991  0.0002
H  2.550  0.949  -6.355  0.0000
C  -1.039  -3.054  3.753  0.0001
H  -1.150  -0.929  4.009  0.0004
H  2.851  -2.013  -5.680  0.0000
H  4.491  2.135  -0.974  0.0000
H  4.840  2.082  1.864  0.0000
H  0.149  2.793  -1.126  0.0000
N  4.168  1.319  -2.912  0.0000
C  5.539  0.904  -3.124  0.0000
H  -0.504  -5.185  -2.696  -0.0001
H  6.155  1.780  -3.344  0.0000
H  -1.158  4.436  -2.912  0.0000
S  -0.898  -4.167  2.454  0.0033
H  -1.099  -3.420  4.768  0.0000
H  4.173  0.243  -6.293  0.0000
C  3.162  3.416  2.086  -0.0001
C  -0.864  -2.843  1.320  0.0035
C  -0.444  -3.039  -2.850  0.0015
H  1.368  -1.038  -5.722  0.0000
H  4.668  -1.861  -3.884  0.0000
C  -1.326  3.411  -2.633  0.0000
H  -5.498  1.133  0.915  -0.0003
H  5.964  0.403  -2.244  0.0000
N  -2.337  2.649  -3.185  0.0004
C  -0.728  -3.005  -0.116  0.0003
C  4.028  2.391  -1.932  0.0000
C  -0.706  2.589  -1.748  0.0005
H  2.100  -0.994  -0.680  -0.0001
H  5.181  -2.381  -2.270  0.0000
C  3.009  1.114  1.379  0.0000
H  2.973  2.580  -1.751  0.0000
H  -0.334  -3.011  -3.926  0.0004
C  -0.962  -1.605  1.903  -0.0100
H  5.610  0.224  -3.974  0.0000
H  3.764  1.631  -5.263  0.0000
N  3.394  -1.270  -2.327  0.0000
H  3.473  0.162  1.146  0.0000
P  2.948  0.179  -3.004  0.0000
C  0.982  2.428  1.596  -0.0003
C  1.591  1.180  1.248  -0.0012
H  -0.790  3.672  1.803  0.0009
N  -1.334  1.804  1.231  0.0155
N  -2.627  2.300  1.203  0.0015
H  -4.135  0.697  -3.405  0.0000
C  -3.504  1.409  0.865  -0.0030
C  2.212  -1.342  -5.093  0.0000
C  -0.678  -4.234  -0.788  0.0003
C  -1.061  -1.762  3.323  -0.0029
C  -0.539  -4.243  -2.161  -0.0014
H  1.294  4.440  2.235  0.0001
H  4.501  3.298  -2.319  0.0000
C  4.313  -2.214  -2.918  0.0000
H  -4.982  2.699  1.300  -0.0001
N  -1.316  1.358  -1.729  0.0106
C  -3.200  0.309  -2.996  -0.0002
C  -0.496  -1.864  -2.115  0.0033
S  -3.223  -0.260  0.523  -0.0204
H  -2.733  -0.331  -3.749  0.0000
C  2.782  -1.737  -1.087  -0.0001
H  2.223  -2.662  -1.268  0.0000
H  -0.398  -0.884  -2.573  0.0004
N  -0.642  -1.848  -0.796  0.0299
H  3.754  4.266  2.399  0.0000
H  3.557  -1.949  -0.342  0.0000
C  -0.447  2.665  1.556  0.0027
H  -0.755  -5.158  -0.228  0.0001
H  3.821  -3.184  -3.068  0.0000
Co  -0.927  -0.118  0.611  0.9694
H  -3.025  2.953  -3.848  0.0001
C  3.763  2.188  1.782  -0.0003

Force components x, y, z for each atom (eV/Å):
0.0 0.0 0.0
-0.1 0.0 0.0
0.0 0.0 0.0
-0.1 0.0 -0.1
0.0 0.0 0.0
0.0 0.0 -0.2
0.2 -0.1 0.0
0.0 0.0 0.0
0.0 0.0 0.0
0.0 0.0 0.0
0.0 0.0 0.0
0.0 0.0 0.0
0.0 0.0 0.0
0.0 0.0 0.0
0.0 0.0 0.0
0.0 0.0 0.0
0.0 0.0 0.0
0.0 0.0 0.0
0.0 0.0 0.0
0.0 0.0 0.0
0.0 0.0 0.0
0.0 0.0 0.0
0.0 0.0 0.0
0.0 0.0 0.0
0.0 0.0 0.0
0.0 0.0 0.0
0.0 0.0 0.0
0.0 0.0 0.0
0.0 0.0 0.0
0.0 0.0 0.0
0.0 0.0 0.0
0.0 0.0 0.0
0.0 0.0 0.0
0.0 0.0 0.0
0.0 0.0 0.0
0.0 0.0 0.0
0.0 0.0 0.0
0.0 0.0 0.0
0.0 0.0 0.0
0.0 0.0 0.0
0.0 0.0 0.0
0.2 -0.1 -0.1
0.0 0.0 0.0
0.0 0.0 0.0
-0.1 0.0 0.0
0.0 0.0 0.0
0.0 0.0 0.0
0.0 0.0 0.0
0.0 0.0 0.1
0.0 0.0 0.0
0.1 0.1 -0.1
0.0 0.0 0.0
0.0 0.0 0.0
0.0 0.0 0.0
0.0 0.0 0.0
0.0 0.0 0.0
0.0 0.0 0.0
0.0 0.0 0.0
0.0 0.0 0.0
0.0 0.0 0.0
0.0 0.0 0.0
0.0 0.0 0.0
0.1 -0.1 0.0
0.0 0.0 0.0
0.0 0.0 0.0
0.1 0.0 0.0
0.0 0.0 0.0
0.0 0.0 0.0
0.0 0.0 0.0
0.0 0.0 0.0
0.0 0.0 0.0
0.0 0.0 0.0
0.0 0.0 0.0
0.0 0.0 0.0
0.0 0.0 0.0
0.0 0.0 0.0
-0.6 0.1 0.3
0.0 0.0 0.0
0.0 0.0 0.0

=====

3.
Formula: C27H37F6Ge
Source: the OMol25 dataset
Level of theory: ωB97M-V/def2-TZVPD

Output
- Total charge: +1
- Orbital gap: 0.208 hartree

Each line ends with the Mulliken charge.
CARTESIAN COORDINATES (ANGSTROEM)
H  -2.344  0.582  -1.798  -0.4028
H  -0.155  -2.039  -0.910  0.6175
C  -0.581  1.943  2.526  0.7628
H  3.224  -0.030  -0.054  0.2329
H  -3.935  -1.252  -2.453  0.2463
C  3.073  1.030  -0.297  0.1034
C  0.517  1.164  4.537  -1.1225
H  3.602  -4.203  -2.923  0.3203
H  -1.733  -0.562  -4.572  0.4841
C  -1.468  -0.387  -3.520  -0.8269
C  1.647  -2.382  -2.056  -0.7143
F  2.503  2.249  6.356  -0.2345
H  0.625  -0.200  -4.064  0.4304
H  4.267  2.817  -0.498  0.3198
C  -3.448  -1.284  1.468  -0.8735
H  6.128  2.117  1.040  0.3988
C  0.560  2.725  2.254  -0.9685
H  2.184  2.195  -1.888  0.5533
C  1.637  1.912  4.225  0.4091
C  -3.944  -0.287  -2.965  -1.4161
H  1.321  -1.614  -0.058  0.5725
C  1.853  -3.853  -1.686  -0.4075
F  3.812  2.656  4.621  -0.2589
H  -1.473  0.663  4.008  0.6874
H  -2.646  1.407  -3.304  0.3016
H  0.874  -4.318  -1.505  0.3004
H  5.042  1.378  -1.106  0.3761
H  4.581  1.982  1.876  0.0248
C  5.168  1.592  1.041  -1.0020
H  -1.417  -1.387  -3.069  0.2210
C  2.856  1.850  5.120  0.7772
C  -0.575  1.173  3.709  -0.3273
C  4.424  1.752  -0.278  -0.5076
C  -5.722  -1.941  0.629  0.7273
H  2.435  1.418  0.507  -0.2159
C  -4.906  0.427  0.645  -0.8875
H  -4.200  -0.480  -4.010  0.4052
F  3.291  0.577  5.147  -0.2300
H  2.753  -5.682  -2.474  0.3878
H  2.951  0.713  -2.429  0.4369
H  -0.166  1.332  -3.731  0.6033
H  1.154  -2.323  -3.035  0.2457
F  -6.821  -1.636  1.343  -0.2329
H  2.082  -4.615  -3.706  0.3243
C  -2.487  -0.349  1.749  -0.5012
C  -1.705  2.006  1.658  -0.4871
C  -0.112  0.287  -3.421  -1.0980
F  -5.260  -3.159  0.974  -0.2689
C  2.357  1.151  -1.625  -1.0213
C  2.612  -4.633  -2.751  -1.3057
C  -2.593  0.407  -2.853  0.6133
H  -3.272  -2.333  1.638  0.5459
H  5.371  0.539  1.252  0.3344
H  0.519  0.601  5.455  0.4741
C  -4.663  -0.903  0.928  0.3919
H  2.622  -1.900  -2.201  0.2619
Ge  0.630  0.242  -1.614  0.8550
C  -3.948  1.372  0.898  -0.7568
C  1.650  2.688  3.082  -0.3129
H  -0.296  0.968  -0.636  -0.6468
H  -1.772  2.875  1.023  0.4408
C  -2.710  1.016  1.473  0.9142
H  -4.152  2.407  0.685  0.4613
C  0.839  -1.608  -1.036  -0.9848
F  -5.999  -1.905  -0.688  -0.2004
H  -4.756  0.305  -2.534  0.3571
H  2.381  -3.911  -0.725  0.3164
H  2.533  3.266  2.870  0.5706
H  -5.861  0.694  0.223  0.4844
H  0.574  3.359  1.385  0.3334
H  -1.533  -0.664  2.132  0.5881

Force components x, y, z for each atom (eV/Å):
0.0 -0.1 0.0
-0.1 -0.2 0.0
-0.1 0.1 0.1
0.1 0.0 0.0
0.0 0.0 0.0
0.4 0.0 0.2
-0.1 -0.2 0.4
0.0 0.0 0.0
0.0 0.1 0.1
-0.3 -0.2 -0.2
0.2 -0.3 -0.2
0.7 -0.3 -0.3
0.0 0.0 0.0
0.0 -0.1 0.1
0.0 -0.5 0.1
-0.1 0.0 0.0
-0.4 0.2 -0.2
0.1 0.1 0.0
0.0 -0.1 -0.4
-0.1 0.0 0.0
0.0 -0.1 0.1
-0.1 0.0 0.1
-0.1 -0.6 0.8
-0.1 -0.2 0.0
0.0 -0.2 0.0
0.1 0.1 -0.1
-0.1 0.0 0.2
0.0 0.0 0.0
0.1 0.0 0.0
0.0 0.0 0.0
-0.7 0.2 -0.6
-0.3 -0.1 0.0
0.0 0.0 -0.1
0.7 0.5 0.2
0.0 0.1 0.0
-0.5 0.2 -0.1
0.0 0.0 0.0
0.2 0.6 0.4
0.0 0.1 0.0
0.1 0.0 0.0
0.0 0.0 -0.1
0.0 -0.1 0.1
0.2 -0.6 -0.5
0.0 0.0 0.0
0.3 0.3 0.2
0.3 -0.8 0.1
0.1 0.1 0.2
-0.8 0.3 -0.4
-0.3 -0.1 0.0
0.1 -0.1 -0.1
0.1 0.1 0.0
0.2 -0.1 0.1
0.0 0.0 0.0
-0.2 -0.2 0.1
0.3 0.0 0.1
0.0 -0.1 0.0
0.3 0.0 -0.4
0.2 0.3 -0.1
0.5 0.3 -0.1
-0.3 0.3 0.4
-0.1 0.3 -0.1
0.0 0.0 0.1
0.0 0.2 -0.1
-0.2 0.3 0.1
-0.3 -0.4 0.6
0.1 0.0 0.0
0.0 0.0 -0.1
0.0 0.1 -0.2
-0.1 0.2 -0.1
0.0 0.1 -0.3
0.2 -0.1 0.0

=====

E_tot list, top to bottom, in eV: -151250.2925, -114695.8437, -101413.8382
Energy relative to the best compared isomer or geometry (same formula, charge and spin) list, top to bottom, in eV: 0.000, 0.000, 0.124